No. 1
The following is a quantum chemistry calculation of CCl4NOP as an isolated structure, from the Open Molecules 2025 dataset.

Structure (XYZ):
```
8
CCl4NOP, DFT the ωB97M-V functional and the def2-TZVPD basis
C -1.56 -0.32 0.56
N 0.17 -0.10 -1.19
O -0.55 -0.63 0.97
P 1.43 -0.13 -0.55
Cl -1.71 1.57 0.35
Cl -3.03 -0.74 0.17
Cl 2.28 1.72 0.25
Cl 2.98 -1.37 -0.57
```

Results
HOMO-LUMO gap	0.3136	Ha
electronic energy	-63949.848	eV
strongest force on any atom	6.7	eV/A
HOMO level	-0.3770	hartree

Table of Löwdin atomic charges, one value per atom, all in e: C -1.341; N -0.324; O -0.073; P 0.047; Cl 0.411; Cl 0.832; Cl 0.141; Cl 0.307

***

No. 2
The following is a quantum chemistry calculation of a 15-piece molecular cluster, C7H40O14 overall, from the Open Molecules 2025 dataset.

Structure (XYZ):
```
61
C7H40O14, DFT the ωB97M-V functional and the def2-TZVPD basis
C 1.57 4.04 1.17
C 1.67 2.68 0.53
C 0.30 2.07 0.31
C -0.51 2.48 -0.74
C -0.13 1.00 1.17
C -0.55 1.42 2.57
C 0.38 1.57 3.49
H 0.87 4.24 2.04
H 2.56 4.39 1.34
H 0.97 4.74 0.46
H 2.07 1.89 1.24
H 2.07 2.65 -0.43
H -1.38 1.74 -1.04
H -0.33 3.23 -1.62
H 0.73 0.29 1.19
H -1.00 0.34 0.79
H -1.56 1.76 2.76
H 0.12 1.92 4.45
H 1.39 1.59 3.30
H 0.35 -1.16 -1.87
H 0.08 0.32 -2.01
O -0.36 -0.45 -1.67
H 1.94 -2.25 -2.23
H 1.75 -2.95 -3.65
O 1.83 -2.07 -3.15
H 3.00 -0.24 -2.92
H 2.46 1.16 -3.47
O 3.02 0.77 -2.80
H -2.98 -0.08 -4.49
H -1.59 -0.21 -3.87
O -2.29 -0.71 -4.30
H 4.69 0.56 -1.69
H 3.84 -0.34 -0.87
O 4.61 -0.37 -1.43
H -3.81 -0.55 1.92
H -3.37 -0.93 0.56
O -3.18 -0.32 1.29
H 1.26 -2.45 -0.18
H 2.75 -2.30 -0.10
O 2.06 -2.12 -0.71
H -1.53 -3.03 0.69
H -2.78 -3.32 1.41
O -2.42 -3.47 0.62
H 3.42 -3.13 2.94
H 3.67 -1.72 3.26
O 3.61 -2.27 2.54
H -2.61 -1.60 -2.10
H -2.89 -2.67 -1.16
O -3.28 -1.88 -1.52
H -3.05 1.31 0.92
H -2.34 2.51 0.71
O -3.19 2.18 0.75
H 2.18 -4.16 1.68
H 1.42 -4.97 0.69
O 2.11 -4.31 0.69
H -2.44 -0.76 3.05
H -3.42 -0.32 4.14
O -2.89 -1.09 3.81
H -3.38 1.15 -2.48
H -2.66 2.53 -2.88
O -2.85 1.66 -3.11
```

Results
HOMO-LUMO gap	0.3166	Ha
electronic energy	-36569.387	eV
strongest force on any atom	5.7	eV/A
HOMO level	-0.3361	hartree

Table of Löwdin atomic charges, one value per atom, all in e: C -0.102; C -0.215; C -0.355; C 0.024; C -0.218; C -0.140; C 0.015; H 0.091; H 0.049; H 0.105; H 0.116; H 0.091; H 0.075; H 0.102; H 0.125; H 0.112; H 0.100; H 0.050; H 0.030; H 0.052; H 0.013; O -0.068; H -0.079; H 0.099; O -0.081; H 0.062; H 0.040; O -0.108; H 0.010; H 0.003; O -0.054; H 0.031; H 0.006; O -0.071; H 0.030; H 0.060; O -0.038; H 0.096; H 0.037; O -0.062; H 0.079; H -0.027; O 0.004; H 0.039; H -0.002; O -0.005; H -0.026; H -0.002; O -0.032; H -0.107; H -0.041; O 0.000; H 0.066; H 0.046; O -0.050; H -0.031; H 0.079; O -0.063; H 0.066; H 0.006; O -0.030

***

No. 3
The following is a quantum chemistry calculation of C4H9F as an isolated structure, from the Open Molecules 2025 dataset.

Structure (XYZ):
```
14
C4H9F, DFT the ωB97M-V functional and the def2-TZVPD basis
C 1.64 0.56 0.13
C 0.36 -0.35 0.30
C -0.77 0.17 -0.48
C -2.42 -0.17 0.45
F -3.36 0.42 -0.32
H 1.80 0.65 -0.92
H 1.50 1.53 0.67
H 2.61 0.06 0.58
H 0.69 -1.43 0.04
H 0.04 -0.42 1.28
H -0.79 1.26 -0.73
H -1.00 -0.46 -1.40
H -2.44 0.22 1.46
H -2.33 -1.26 0.53
```

Results
HOMO-LUMO gap	0.4000	Ha
electronic energy	-7009.485	eV
strongest force on any atom	5.0	eV/A
HOMO level	-0.3573	hartree

Table of Löwdin atomic charges, one value per atom, all in e: C -0.112; C -0.331; C -0.134; C -0.148; F -0.054; H 0.043; H 0.075; H 0.096; H 0.133; H 0.059; H 0.100; H 0.103; H 0.084; H 0.086

***

No. 4
The following is a quantum chemistry calculation of C14H21N3O in the gas phase, from the Open Molecules 2025 dataset.

Structure (XYZ):
```
39
C14H21N3O, DFT the ωB97M-V functional and the def2-TZVPD basis
C -2.95 -3.70 2.82
C -2.84 -2.29 2.26
C -1.50 -1.65 2.60
C -1.36 -0.23 2.03
H -2.28 0.32 2.27
C -1.13 -0.19 0.51
N 0.25 0.16 0.24
C 0.82 0.83 -0.80
N 0.21 1.68 -1.61
C 0.97 2.27 -2.53
C 2.34 2.04 -2.66
C 3.00 1.15 -1.81
C 2.20 0.52 -0.85
C 2.48 -0.44 0.19
O 3.51 -0.99 0.55
N 1.25 -0.67 0.76
H 1.09 -1.16 1.63
C 4.46 0.87 -1.91
H 5.03 1.79 -1.78
H 4.70 0.48 -2.90
H 4.76 0.15 -1.16
H 2.90 2.55 -3.42
C 0.27 3.22 -3.45
H 0.73 4.20 -3.40
H -0.77 3.29 -3.17
H 0.35 2.87 -4.48
C -2.07 0.79 -0.17
H -1.91 1.79 0.21
H -3.10 0.49 0.02
H -1.90 0.81 -1.24
H -1.30 -1.20 0.09
H -0.54 0.29 2.53
H -0.70 -2.29 2.23
H -1.41 -1.60 3.69
H -2.97 -2.32 1.17
H -3.65 -1.67 2.66
H -3.92 -4.14 2.57
H -2.17 -4.34 2.41
H -2.85 -3.69 3.90
```

Results
HOMO-LUMO gap	0.3225	Ha
electronic energy	-21376.902	eV
structure (SMILES)	CCCC[C@@H](C)n1[nH]c(=O)c2c(C)cc(C)nc21
strongest force on any atom	1.0	eV/A
HOMO level	-0.2911	hartree

Table of Löwdin atomic charges, one value per atom, all in e: C -0.113; C -0.272; C -0.228; C -0.160; H 0.111; C -0.315; N -0.020; C -0.204; N 0.160; C -0.318; C 0.000; C -0.190; C -0.024; C -0.422; O 0.046; N 0.156; H 0.148; C -0.018; H 0.090; H 0.090; H 0.071; H 0.119; C -0.034; H 0.081; H 0.074; H 0.082; C -0.053; H 0.089; H 0.082; H 0.064; H 0.145; H 0.116; H 0.104; H 0.115; H 0.103; H 0.111; H 0.068; H 0.073; H 0.072

***

| no. | molar mass (g/mol) |
| --- | --- |
| 1 | 214.803 |
| 2 | 348.383 |
| 3 | 76.114 |
| 4 | 247.342 |